1.
14
Properties=species:S:1:pos:R:3:lowdin_charge:R:1 method="wB97M-V/def2-TZVPD" homo_energy_ev=-9.0 smiles="NCCC(N)=O" e_above_lowest_kcal_mol=19.4 homo_lumo_gap_ev=9.973 e_tot_ev=-8268.4858
C 0.5006 0.7853 -0.6884 -0.29
C -0.1568 -0.5168 -0.2423 -0.13
C -0.7347 -0.5299 1.1588 -0.56
N -0.1329 -1.3184 2.0875 0.15
O -1.7475 0.1061 1.3807 0.05
N 0.2194 1.1273 -2.0654 0.00
H 1.5638 0.7906 -0.4205 0.11
H 0.1136 1.5796 -0.0400 0.11
H 0.5202 -1.3542 -0.4792 0.11
H -0.9979 -0.7078 -0.9029 0.11
H -0.5924 -1.3804 2.9801 0.10
H 0.8704 -1.3369 2.1115 0.10
H 0.9132 0.8101 -2.7083 0.06
H -0.3390 1.9457 -2.1716 0.06

2.
12
Properties=species:S:1:pos:R:3:lowdin_charge:R:1 method="wB97M-V/def2-TZVPD" homo_energy_ev=-9.1 smiles="O=CC1(F)CSC1" e_above_lowest_kcal_mol=15.5 homo_lumo_gap_ev=9.402 e_tot_ev=-19827.9150
C 0.2523 -0.4941 0.4137 -0.48
C -0.3657 0.8986 0.8269 -0.32
C -0.8328 -0.8199 -0.7409 -0.39
C 1.6743 -0.3705 -0.1073 -0.19
H -0.9359 0.9008 1.7382 0.07
H 0.2996 1.7892 0.8544 0.09
H -0.4333 -1.1423 -1.7411 0.09
H -1.5230 -1.5834 -0.2951 0.09
H 2.2648 -1.2746 0.1200 0.13
O 2.1707 0.5444 -0.7192 0.08
F 0.2248 -1.3622 1.5225 0.00
S -1.4643 0.8707 -0.6862 0.83

Repeat the second record exactly.
12
Properties=species:S:1:pos:R:3:lowdin_charge:R:1 method="wB97M-V/def2-TZVPD" homo_energy_ev=-9.1 smiles="O=CC1(F)CSC1" e_above_lowest_kcal_mol=15.5 homo_lumo_gap_ev=9.402 e_tot_ev=-19827.9150
C 0.2523 -0.4941 0.4137 -0.48
C -0.3657 0.8986 0.8269 -0.32
C -0.8328 -0.8199 -0.7409 -0.39
C 1.6743 -0.3705 -0.1073 -0.19
H -0.9359 0.9008 1.7382 0.07
H 0.2996 1.7892 0.8544 0.09
H -0.4333 -1.1423 -1.7411 0.09
H -1.5230 -1.5834 -0.2951 0.09
H 2.2648 -1.2746 0.1200 0.13
O 2.1707 0.5444 -0.7192 0.08
F 0.2248 -1.3622 1.5225 0.00
S -1.4643 0.8707 -0.6862 0.83